1.
Density functional theory data (ωB97M-V with the def2-TZVPD basis set) for a structure of composition C16H51NiO10 in a non-equilibrium geometry.

```
! RIJCOSX wB97M-V def2-TZVPD def2/J DEFGRID3
* xyz 1 3
Ni 0.9096 1.3784 2.0832
C 1.0252 -0.8774 0.6035
O 0.0484 0.1995 0.9922
H 0.9139 -1.0527 -0.4514
H 2.0579 -0.6488 0.9414
H 0.6638 -1.8073 1.0027
C 0.4166 -3.8352 -0.9476
C 1.3049 -3.2828 -2.0913
C 2.0212 -4.3246 -2.9052
O 0.6393 -2.4578 -3.0262
H 0.8600 -4.5948 -0.3017
H -0.5072 -4.2221 -1.4174
H 0.0691 -3.0676 -0.2439
H 1.9569 -2.5356 -1.5699
H 2.6442 -3.9257 -3.7191
H 1.2175 -4.9559 -3.3486
H 2.6853 -4.9286 -2.2077
H 0.1154 -3.0196 -3.6197
C 3.9723 1.7792 -1.3284
C 2.8200 1.8344 -2.3651
C 2.4859 0.3958 -2.9531
O 1.6881 2.5240 -1.7956
H 3.8196 1.1063 -0.4341
H 4.0838 2.7834 -0.8564
H 4.9002 1.5707 -1.8346
H 3.2202 2.4105 -3.2404
H 1.7607 0.5801 -3.7750
H 2.0998 -0.3126 -2.1007
H 3.3966 -0.0307 -3.3458
H 0.7881 2.2331 -2.0385
C -0.6022 -0.7486 4.0525
C -1.5472 0.4253 3.6698
C -2.5232 0.5669 4.7767
O -0.7030 1.6224 3.5605
H -1.1562 -1.6454 4.2042
H -0.0753 -0.4981 4.9271
H 0.1803 -0.9046 3.2763
H -1.9766 0.1602 2.7046
H -3.3542 1.2865 4.5886
H -2.0015 0.9984 5.6729
H -2.9325 -0.4480 5.0087
H -1.1829 2.4664 3.4227
C -2.5617 -5.4670 -3.9481
C -2.2003 -4.3301 -4.9246
C -2.5179 -2.9135 -4.3582
O -0.7947 -4.2723 -5.1853
H -3.5925 -5.5422 -3.7787
H -2.0808 -5.1993 -2.9570
H -2.1239 -6.3740 -4.3032
H -2.7789 -4.4760 -5.8012
H -2.2897 -2.1461 -5.0768
H -1.9327 -2.6960 -3.4644
H -3.5522 -2.7536 -4.1404
H -0.5094 -4.6104 -6.0271
C -0.4952 5.0378 1.9362
C -1.9142 4.7126 2.1153
C -2.6783 4.3131 0.8434
O -2.0468 3.6796 3.1058
H 0.0318 4.1693 1.5773
H -0.0465 5.4042 2.8123
H -0.3640 5.8032 1.1793
H -2.4325 5.5640 2.5551
H -3.6803 3.9186 0.8942
H -2.0483 3.5566 0.3325
H -2.7002 5.2624 0.2487
H -2.1260 4.1170 3.9546
O 1.9272 2.5767 0.6736
H 1.7532 2.4106 -0.3813
H 2.8746 2.7143 0.9289
O -1.0364 1.6479 -1.5320
H -1.4566 1.0392 -2.1406
H -0.7917 1.0594 -0.7710
O 1.9373 1.8661 3.7583
H 2.8246 1.8204 4.1247
H 1.4551 2.1417 4.5543
O 0.8541 2.1570 6.4351
H -0.0521 2.1224 6.1061
H 0.9432 1.4892 7.0846
*
```

Computed properties:
HOMO-LUMO gap (spin up / spin down) = 9.5 / 8.8 eV
Highest occupied orbital energy (spin up / spin down) = -11.92 / -11.92 eV
⟨S²⟩ = 2.01

Results of the Mulliken charge analysis, in e, for atoms 1 through 4: atom 1 (Ni): 0.81, atom 2 (C): -0.31, atom 3 (O): -0.30, atom 4 (H): -0.44

***

2.
Density functional theory data (ωB97M-V with the def2-TZVPD basis set) for an isolated molecule of C2HN3O2 in a non-equilibrium geometry.

```
! RIJCOSX wB97M-V def2-TZVPD def2/J DEFGRID3
* xyz 0 1
O -2.3205 -0.3162 -0.1501
C -1.1485 -0.1517 0.0023
N -0.5353 1.0312 -0.0240
C 0.7317 0.8512 0.0397
N 1.5064 -0.2773 -0.1793
N 0.8437 -1.3919 -0.0984
O -0.4424 -1.3250 0.1648
H 1.3650 1.5797 0.2448
*
```

Computed properties:
HOMO-LUMO gap = 9.3 eV
Highest occupied orbital energy = -11.18 eV

Results of the Mulliken charge analysis, in e, for atoms 1 through 4: atom 1 (O): -0.48, atom 2 (C): 0.55, atom 3 (N): -0.36, atom 4 (C): 0.02

***

3.
Density functional theory data (ωB97M-V with the def2-TZVPD basis set) for a structure of composition C36H37BN13OTeTi in a non-equilibrium geometry.

```
! RIJCOSX wB97M-V def2-TZVPD def2/J DEFGRID3
* xyz 2 2
Ti 0.5731 0.4918 -0.5244
C -3.0214 2.2067 -2.3146
C -1.9838 1.2830 -2.3100
N -1.2520 1.3990 -1.2005
N -1.8127 2.4001 -0.4724
C -2.8789 2.8909 -1.1219
B -1.3533 2.6773 0.9891
N -1.4721 1.3060 1.7409
C -2.1137 0.8887 2.8427
C -1.8747 -0.4579 3.0284
C -1.0434 -0.8032 1.9738
N -0.8048 0.2502 1.1914
N 0.1713 3.0390 1.0283
C 0.7751 4.0854 1.6028
C 2.1470 3.9116 1.5144
C 2.3022 2.6936 0.8713
N 1.1080 2.1647 0.5776
N -2.1354 3.8456 1.5263
C -2.9589 4.0792 2.5867
C -3.3354 5.3923 2.5526
C -2.6892 5.9102 1.4132
N -1.9684 4.9933 0.7959
H -3.7773 2.3504 -3.0670
H -1.7280 0.5455 -3.0562
H -3.4615 3.6893 -0.6950
H -2.7082 1.5566 3.4366
H -2.2505 -1.0905 3.8138
H -0.5932 -1.7587 1.7520
H 0.1931 4.8854 2.0292
H 2.9149 4.5737 1.8755
H 3.2093 2.1743 0.6015
H -3.2365 3.3202 3.2943
H -3.9850 5.9030 3.2427
H -2.7232 6.9157 1.0215
N 1.6390 3.4177 -3.5240
C 1.0619 3.1007 -2.3719
N 1.2582 1.8077 -2.1507
C 1.9746 1.4042 -3.2294
N 2.2365 2.3426 -4.0933
C 2.3991 -0.0057 -3.2966
C 3.3149 -0.4737 -4.2247
N 3.7302 -1.7408 -4.2015
C 3.2190 -2.5029 -3.2416
C 2.2940 -2.0339 -2.3144
N 1.8648 -0.7696 -2.3461
H 1.6703 4.3168 -3.9813
H 0.5138 3.7874 -1.7426
H 3.7125 0.1850 -4.9868
H 3.5512 -3.5343 -3.2004
H 1.8787 -2.6916 -1.5619
C -3.0627 -2.1164 -1.1503
Te -0.9458 -2.0581 -1.1866
C -1.0581 -2.3519 -3.2900
C -2.5346 -2.4026 -3.6003
C -2.9535 -2.5515 -4.9235
C -4.2990 -2.6149 -5.2297
C -5.2443 -2.5292 -4.2141
C -4.8339 -2.3755 -2.9031
C -3.4760 -2.3092 -2.5895
H -3.4477 -1.1866 -0.7346
H -3.3511 -2.9426 -0.5059
H -0.5464 -3.2815 -3.5292
H -0.5588 -1.5366 -3.8131
H -2.2164 -2.6228 -5.7152
H -4.6144 -2.7319 -6.2579
H -6.2992 -2.5824 -4.4477
H -5.5717 -2.3037 -2.1128
C 2.4564 -3.8954 5.9786
C 2.5593 -3.1680 4.6728
C 3.1622 -3.7668 3.5695
C 3.2699 -3.1068 2.3608
C 3.9491 -3.8119 1.2078
C 2.6998 -1.8054 2.2513
C 2.7026 -1.2668 0.9359
O 1.8777 -0.4755 0.4238
C 2.1496 -1.1477 3.3866
C 1.8250 0.3209 3.4047
C 2.0868 -1.8555 4.5657
H 2.7804 -4.9301 5.8941
H 1.4295 -3.8783 6.3464
H 3.0738 -3.4048 6.7339
H 3.5612 -4.7696 3.6627
H 4.3323 -4.7750 1.5360
H 4.7982 -3.2400 0.8280
H 3.2713 -4.0064 0.3744
H 3.4991 -1.5946 0.2613
H 2.7554 0.8814 3.5294
H 1.1862 0.5563 4.2538
H 1.3450 0.6820 2.5027
H 1.6913 -1.3667 5.4496
*
```

Computed properties:
HOMO-LUMO gap (spin up / spin down) = 7.4 / 7.2 eV
Highest occupied orbital energy (spin up / spin down) = -13.28 / -13.39 eV
⟨S²⟩ = 0.76

Results of the Mulliken charge analysis, in e, for atoms 1 through 4: atom 1 (Ti): 0.17, atom 2 (C): -1.72, atom 3 (C): -0.55, atom 4 (N): 0.65

***

4.
Density functional theory data (ωB97M-V with the def2-TZVPD basis set) for an isolated molecule of C3H5O2 in a non-equilibrium geometry.

```
! RIJCOSX wB97M-V def2-TZVPD def2/J DEFGRID3
* xyz 0 4
O -0.6245 0.5576 -1.8879
O -1.6885 0.6900 -2.6635
C 0.7376 -0.6356 1.2580
C 0.2028 -0.0736 0.0040
C -0.6952 0.8019 -0.5049
H 1.4429 -1.4478 1.0423
H 1.2535 0.1386 1.7724
H -0.0759 -1.0160 1.8244
H 0.6701 -0.5677 -0.8466
H -1.2227 1.5526 0.0017
*
```

Computed properties:
HOMO-LUMO gap (spin up / spin down) = 6.4 / 8.1 eV
Highest occupied orbital energy (spin up / spin down) = -5.33 / -10.44 eV
⟨S²⟩ = 3.76

Results of the Mulliken charge analysis, in e, for atoms 1 through 4: atom 1 (O): 0.03, atom 2 (O): -0.18, atom 3 (C): -0.93, atom 4 (C): -0.19

***

5.
Density functional theory data (ωB97M-V with the def2-TZVPD basis set) for a structure of composition C55H51N6O4P2ReSi in a non-equilibrium geometry.

```
! RIJCOSX wB97M-V def2-TZVPD def2/J DEFGRID3
* xyz 1 2
Re 0.1706 0.2470 0.2043
O -2.6790 -0.2453 -2.8289
C -1.9245 -0.3578 -1.8980
N -0.7763 0.3712 -1.6310
C -0.2389 1.2910 -2.5615
O -0.4847 1.3498 -3.7321
C 0.6851 2.2710 -1.8099
C 1.6612 2.9499 -2.7243
C 2.9719 3.0481 -2.5267
C 3.6845 2.3664 -1.4034
C 2.7208 1.5478 -0.5202
N 1.3031 1.4262 -0.7685
C -2.1640 -1.3805 -0.8166
C -3.2456 -2.2317 -0.8792
C -3.4285 -3.1482 0.1406
C -2.5045 -3.1932 1.1750
C -1.4552 -2.2999 1.1712
N -1.2896 -1.3964 0.1956
H 1.2020 3.4038 -3.5956
H 3.5760 3.5883 -3.2492
H 4.5053 1.7670 -1.8030
H 3.1287 0.5628 -0.3314
H -3.9220 -2.1364 -1.7171
H -4.2828 -3.8122 0.1371
H -2.6005 -3.8998 1.9875
H -0.7321 -2.2792 1.9771
N 2.5531 -1.0451 1.7948
P 1.7911 -1.8210 0.5336
C 1.9742 -3.5869 0.8342
C 2.6658 -4.0961 1.9263
C 2.8560 -5.4676 2.0405
C 2.3349 -6.3270 1.0855
C 1.6171 -5.8208 0.0064
C 1.4351 -4.4547 -0.1198
C 2.7956 -1.6333 -0.9746
C 4.1825 -1.7861 -0.9571
C 4.9090 -1.6469 -2.1272
C 4.2552 -1.3826 -3.3283
C 2.8766 -1.2472 -3.3583
C 2.1483 -1.3647 -2.1776
P 1.8209 0.4664 2.1341
C 1.6358 0.3716 3.9418
C 1.3643 -0.8580 4.5387
C 1.2879 -0.9672 5.9210
C 1.4788 0.1535 6.7147
C 1.7466 1.3842 6.1255
C 1.8285 1.4958 4.7462
C 3.2217 1.6154 1.8372
C 4.4648 1.4355 2.2709
C 5.5951 2.1262 1.6017
C 5.4514 2.8646 0.4978
C 4.1088 3.1714 -0.1057
C 2.9614 2.4875 0.6610
H 3.3334 -1.4234 2.3151
H 3.0683 -3.4460 2.6928
H 3.4105 -5.8619 2.8818
H 2.4798 -7.3948 1.1856
H 1.2018 -6.4919 -0.7337
H 0.8919 -4.0574 -0.9708
H 4.6960 -1.9918 -0.0230
H 5.9859 -1.7543 -2.1098
H 4.8277 -1.2815 -4.2419
H 2.3655 -1.0473 -4.2911
H 1.0709 -1.2450 -2.2005
H 1.2197 -1.7407 3.9253
H 1.0862 -1.9290 6.3751
H 1.4277 0.0684 7.7927
H 1.8995 2.2602 6.7430
H 2.0469 2.4515 4.2893
H 4.6920 0.7501 3.0833
H 6.5869 1.9628 2.0058
H 6.3285 3.3002 0.0293
H 3.9969 4.2509 -0.2229
H 2.0923 3.1167 0.8192
O 0.5111 2.5698 2.3756
C -0.6669 2.2553 2.2416
N -1.7153 2.9703 2.6756
C -2.9923 2.3448 2.3921
C -2.5158 1.0920 1.6262
O -3.2476 0.2629 1.1639
N -1.1087 1.0860 1.5975
C -3.7034 1.8488 3.6538
C -3.0511 1.7990 4.8782
C -3.7049 1.2946 5.9984
C -5.0043 0.8253 5.8931
C -5.6554 0.8689 4.6648
C -5.0099 1.3791 3.5503
C -3.8655 3.2620 1.5469
C -4.1734 3.0062 0.2174
C -4.9786 3.8910 -0.4940
C -5.4682 5.0354 0.1138
C -5.1640 5.2927 1.4461
C -4.3700 4.4091 2.1572
H -1.6063 3.8609 3.1310
H -2.0278 2.1424 4.9693
H -3.1924 1.2685 6.9518
H -5.5064 0.4164 6.7609
H -6.6710 0.5043 4.5765
H -5.5146 1.4030 2.5920
H -3.8092 2.1128 -0.2733
H -5.2250 3.6728 -1.5255
H -6.0905 5.7236 -0.4440
H -5.5568 6.1755 1.9342
H -4.1509 4.6057 3.2023
C -1.7199 5.7494 -0.4463
Si 0.0057 5.1279 -0.7720
C 0.9965 5.4255 0.7785
C 0.7633 6.0628 -2.1876
C -0.3541 3.3259 -1.2773
H -1.7044 6.7996 -0.1421
H -2.2105 5.1763 0.3473
H -2.3475 5.6727 -1.3390
H 0.6657 6.3820 1.1961
H 2.0695 5.5133 0.5851
H 0.8483 4.6617 1.5417
H 0.7322 7.1370 -1.9832
H 0.2079 5.8862 -3.1135
H 1.8029 5.7824 -2.3590
H -1.0855 3.4760 -2.0821
H -0.9116 2.8562 -0.4572
*
```

Computed properties:
HOMO-LUMO gap (spin up / spin down) = 6.9 / 6.7 eV
Highest occupied orbital energy (spin up / spin down) = -10.36 / -10.49 eV
⟨S²⟩ = 0.76

Results of the Mulliken charge analysis, in e, for atoms 1 through 4: atom 1 (Re): -0.08, atom 2 (O): -0.65, atom 3 (C): 0.00, atom 4 (N): 0.87

***

6.
Density functional theory data (ωB97M-V with the def2-TZVPD basis set) for an isolated molecule of C3H2BrFO4 in a non-equilibrium geometry.

```
! RIJCOSX wB97M-V def2-TZVPD def2/J DEFGRID3
* xyz 0 1
O 2.7761 -0.6706 0.6490
C 1.6148 -0.5623 -0.0521
Br 0.9898 -2.1882 -1.0643
C 0.7354 0.8190 -0.1359
O -0.2878 0.9731 0.9098
C -1.3800 -0.0042 0.7710
O -1.2779 -1.1820 1.4467
O -2.6220 0.1968 0.0015
F -2.3853 -0.0140 -1.2985
H 0.3281 0.9162 -1.2390
H 1.5088 1.7161 0.0119
*
```

Computed properties:
HOMO-LUMO gap = 9.6 eV
Highest occupied orbital energy = -10.95 eV

Results of the Mulliken charge analysis, in e, for atoms 1 through 4: atom 1 (O): -0.47, atom 2 (C): 0.48, atom 3 (Br): -0.09, atom 4 (C): -0.28

***

no.,calculated total energy (Ha)
1,-2900.6484
2,-391.4464
3,-3323.1857
4,-267.4198
5,-3806.3944
6,-3090.0736